ORCA calculation (ωB97M-V/def2-TZVPD) on a structure of composition C59H64N3O4SbW.

Computed properties:
- ⟨S²⟩: 2.028
- DFT total energy: -3058.82397 Eh
- LUMO (spin up / spin down): -6.776 / -7.182 eV
- Frontier orbital gap (spin up / spin down): 0.2290 / 0.2236 Eh
- HOMO energy (spin up / spin down): -13.01 / -13.26 eV
- Total charge: +2
- Multiplicity: 3

Geometry as XYZ:
```
132
Properties=species:S:1:pos:R:3:mulliken_spin:R:1
H 0.22 4.16 4.44 0.000
C 1.70 3.64 1.34 -0.011
H -1.41 -0.92 2.36 0.025
H 2.26 3.28 -3.58 0.000
H 1.74 -0.18 4.02 0.000
C 1.21 3.27 2.74 0.010
H 0.39 -2.19 2.56 0.001
C 4.86 -2.80 2.26 0.000
H 4.24 5.38 -0.09 0.000
C 1.91 0.26 2.19 0.043
H 0.60 -7.48 -0.31 0.000
O 1.87 0.66 -3.56 0.024
H -4.18 -0.80 3.65 0.001
C -2.75 0.69 -2.84 0.033
H -3.14 -5.57 0.48 0.000
C -0.10 -4.20 -0.12 -0.001
C 0.02 -6.57 -0.17 0.000
H -5.28 1.61 -3.14 0.000
H -6.10 0.60 -1.96 0.000
H -1.50 -2.53 4.17 0.000
H -4.24 -3.28 1.90 0.001
C -3.91 0.58 -1.85 -0.005
C 0.50 3.76 -2.33 -0.005
H 2.87 4.99 -2.09 0.000
H -5.39 -1.73 -1.88 0.000
H 0.66 -3.92 2.49 -0.001
N 2.08 0.64 -0.07 -0.052
H -1.77 0.75 -2.35 0.024
C 0.98 3.36 0.17 0.059
H -4.38 5.75 1.47 0.000
H 0.73 3.42 -4.45 0.000
H -1.79 -7.64 0.19 0.000
C -4.09 -2.56 1.11 0.000
H -1.56 -3.65 -2.37 0.000
H -2.73 -0.15 -3.51 0.003
C -1.34 3.44 0.57 -0.014
H 3.30 -2.33 -2.39 -0.001
C 2.81 0.58 1.05 0.003
H -0.60 4.52 2.92 -0.001
C 0.03 -2.52 -3.28 -0.002
H 0.55 2.39 2.65 0.024
H 3.91 -2.06 -0.88 -0.004
C -5.23 0.66 -2.61 0.000
H -0.29 5.31 0.31 0.007
C -3.83 -0.63 -0.91 -0.009
C 4.02 0.94 -1.38 -0.017
H -3.09 -3.10 3.72 0.000
C 2.56 4.58 -1.14 -0.005
H -2.10 -2.47 -3.56 0.000
C -1.23 4.85 0.56 -0.022
C 1.50 -2.57 -5.21 0.000
C -1.33 -6.67 0.11 0.000
C 4.95 -2.48 0.91 0.003
C 0.38 4.38 3.38 0.004
H -3.88 1.47 -1.21 0.003
C -3.55 5.10 1.22 -0.012
C 3.32 4.82 -0.02 0.009
H 5.85 1.13 -0.27 -0.007
C 4.78 0.97 -0.21 0.036
C 2.15 -5.37 -0.59 0.000
H 3.61 -2.48 -4.78 0.000
H 3.47 4.58 2.09 0.000
H -2.18 6.72 0.83 0.000
C 1.37 3.86 -1.08 -0.007
H -0.05 2.81 -2.31 0.018
C 0.23 -2.59 -4.66 0.000
H 5.92 -2.39 0.44 0.001
C 1.11 -2.98 2.79 0.005
H -5.31 -0.12 -3.37 0.000
C -2.99 -0.66 0.21 -0.025
O 0.67 0.20 1.94 -0.033
C 1.31 3.83 -3.63 0.000
C -2.60 2.90 0.90 0.022
H -4.63 3.29 1.50 0.002
H -1.40 4.70 -1.71 -0.002
O 2.43 0.01 3.37 0.012
H 1.54 4.87 -3.88 0.000
N -2.13 0.53 0.40 -0.098
H -1.71 -3.47 2.69 0.000
C 1.62 0.66 -2.39 0.029
C -3.17 -0.43 3.50 0.001
H 0.92 5.33 3.33 0.000
H 2.83 3.84 4.06 0.000
H 4.75 0.70 1.94 -0.002
C 2.89 4.35 1.21 -0.005
C -2.16 -2.70 3.32 0.001
H 1.98 2.40 4.57 0.000
H 1.63 -2.62 -6.28 0.000
C 2.44 -2.78 2.10 -0.006
H 5.75 -2.94 2.85 0.000
C 1.14 -2.40 -2.44 -0.021
H 4.46 1.05 -2.36 0.002
N -0.26 2.60 0.28 -0.019
O 0.38 0.52 -1.85 0.012
H -5.56 -3.46 -0.15 0.000
H 2.73 -5.31 0.33 0.000
H -2.88 1.59 -3.44 0.001
H -3.23 0.58 3.11 0.000
C 2.36 2.93 3.69 0.001
C -2.31 5.64 0.86 0.021
C 2.61 -2.48 -4.37 0.000
H 3.14 2.32 3.24 0.000
C 2.42 -2.39 -3.00 -0.004
H -0.96 4.95 -3.39 0.000
H -2.04 -3.39 0.26 -0.014
H 1.24 -3.01 3.88 0.001
C -3.13 -1.56 1.25 0.016
C -3.68 3.75 1.24 0.027
C -4.73 -1.69 -1.03 -0.003
H -1.60 -1.93 -1.96 -0.005
H -3.91 1.26 1.08 -0.010
H 3.53 -3.18 3.89 0.000
H -2.68 -0.38 4.48 -0.001
H -0.63 -2.68 -5.31 0.000
C -4.84 -2.66 -0.04 0.003
C 3.80 -2.31 0.17 0.002
H -0.12 5.84 -2.13 0.000
C -1.45 -4.29 0.16 0.019
H 2.41 -6.30 -1.09 0.000
C -2.39 -1.39 2.58 -0.009
C 4.18 0.75 1.03 -0.007
C 2.53 -2.46 0.74 0.007
C 2.65 0.76 -1.26 -0.006
H 2.47 -4.55 -1.23 -0.001
C -2.08 -5.52 0.27 -0.001
W -0.03 0.58 0.03 1.632
C -2.88 1.53 0.82 0.099
C 3.61 -2.94 2.84 0.001
C -1.38 -2.65 -2.76 -0.001
C -0.56 4.88 -2.38 0.003
Sb 0.71 -2.24 -0.36 0.206
C 0.67 -5.35 -0.30 -0.008
```